No. 1
{"formula": "H26O13", "method": "wB97M-V/def2-TZVPD", "gap_ev": 10.40, "charge": 0, "species": ["O", "H", "H", "O", "H", "H", "O", "H", "H", "O", "H", "H", "O", "H", "H", "O", "H", "H", "O", "H", "H", "O", "H", "H", "O", "H", "H", "O", "H", "H", "O", "H", "H", "O", "H", "H", "O", "H", "H"], "positions_angstrom": [[14.35, 23.08, -14.69], [14.01, 23.95, -15.02], [14.07, 22.41, -15.36], [14.01, 25.71, -15.80], [13.54, 26.55, -15.90], [14.19, 25.42, -16.71], [14.29, 19.09, -16.64], [14.83, 19.87, -16.40], [14.69, 18.36, -16.16], [11.53, 23.28, -14.46], [12.01, 22.56, -14.90], [10.60, 23.05, -14.59], [16.19, 23.51, -12.59], [15.86, 23.37, -11.70], [15.43, 23.29, -13.17], [13.09, 24.71, -12.56], [12.72, 24.04, -13.17], [12.33, 25.13, -12.16], [12.44, 20.49, -15.01], [12.83, 20.28, -15.89], [11.73, 19.85, -14.90], [11.41, 24.90, -16.95], [10.51, 25.21, -16.82], [11.87, 25.16, -16.15], [16.16, 26.58, -14.19], [16.24, 26.13, -13.34], [15.38, 26.17, -14.61], [13.60, 22.01, -17.23], [13.84, 22.87, -17.57], [14.24, 21.40, -17.64], [16.03, 20.94, -15.55], [16.98, 21.00, -15.66], [15.77, 21.82, -15.23], [13.43, 21.33, -12.33], [13.08, 20.76, -13.04], [13.55, 22.18, -12.76], [17.75, 23.00, -14.91], [18.60, 22.70, -14.59], [17.29, 23.34, -14.11]]}

No. 2
{"formula": "C25H58N8O8SSi", "method": "wB97M-V/def2-TZVPD", "gap_ev": 9.03, "charge": 0, "species": ["C", "C", "O", "C", "Si", "N", "C", "S", "H", "H", "H", "H", "H", "H", "H", "H", "H", "C", "O", "N", "C", "C", "H", "H", "H", "H", "H", "H", "H", "C", "O", "N", "C", "C", "H", "H", "H", "H", "H", "H", "H", "C", "O", "N", "C", "C", "H", "H", "H", "H", "H", "H", "H", "C", "O", "N", "C", "C", "H", "H", "H", "H", "H", "H", "H", "C", "O", "N", "C", "C", "H", "H", "H", "H", "H", "H", "H", "C", "O", "N", "C", "C", "H", "H", "H", "H", "H", "H", "H", "C", "O", "N", "C", "C", "H", "H", "H", "H", "H", "H", "H"], "positions_angstrom": [[-1.21, 2.90, -3.26], [-1.45, 1.85, -4.41], [-0.77, 0.61, -4.30], [0.58, 0.68, -3.83], [1.85, 1.58, -4.95], [1.15, 2.53, -6.31], [1.34, 3.68, -6.06], [1.49, 5.20, -5.51], [-2.14, 3.49, -3.09], [-0.86, 2.45, -2.31], [-0.44, 3.63, -3.64], [-1.30, 2.37, -5.40], [-2.55, 1.61, -4.39], [0.94, -0.39, -3.78], [0.70, 1.05, -2.78], [2.73, 0.56, -5.56], [2.67, 2.46, -4.12], [3.43, 0.52, -1.41], [3.69, 1.26, -2.35], [4.24, -0.45, -0.95], [3.87, -1.29, 0.17], [5.52, -0.66, -1.60], [2.48, 0.60, -0.86], [4.61, -1.17, 0.96], [3.85, -2.33, -0.16], [2.89, -1.02, 0.55], [6.11, 0.26, -1.54], [5.36, -0.90, -2.65], [6.06, -1.48, -1.11], [3.20, 1.23, 2.88], [3.36, 1.19, 1.67], [2.01, 1.42, 3.50], [1.90, 1.45, 4.94], [0.81, 1.59, 2.70], [4.04, 1.12, 3.58], [1.23, 0.66, 5.27], [1.50, 2.42, 5.24], [2.88, 1.32, 5.41], [0.68, 0.70, 2.07], [0.93, 2.45, 2.05], [-0.06, 1.72, 3.33], [0.72, -3.27, -6.19], [1.72, -2.62, -5.96], [-0.48, -2.75, -6.53], [-1.64, -3.59, -6.79], [-0.63, -1.31, -6.63], [0.72, -4.37, -6.15], [-1.99, -3.42, -7.81], [-2.43, -3.34, -6.08], [-1.39, -4.65, -6.68], [0.07, -0.93, -7.38], [-0.38, -0.86, -5.67], [-1.65, -1.04, -6.90], [-1.67, -7.69, -7.67], [-2.17, -6.68, -7.22], [-0.42, -7.77, -8.20], [0.11, -9.02, -8.72], [0.40, -6.58, -8.26], [-2.20, -8.65, -7.68], [1.01, -9.28, -8.16], [0.35, -8.90, -9.77], [-0.62, -9.83, -8.61], [0.55, -6.20, -7.25], [-0.11, -5.82, -8.85], [1.36, -6.81, -8.71], [-0.15, 4.30, 5.04], [0.03, 4.23, 3.83], [-1.34, 4.50, 5.64], [-1.48, 4.57, 7.08], [-2.53, 4.63, 4.81], [0.69, 4.21, 5.75], [-2.15, 3.78, 7.42], [-1.90, 5.54, 7.35], [-0.51, 4.45, 7.57], [-2.65, 3.73, 4.21], [-2.40, 5.49, 4.14], [-3.41, 4.78, 5.44], [1.37, -1.87, 4.09], [0.18, -1.75, 4.30], [2.13, -2.94, 4.46], [3.54, -3.00, 4.17], [1.49, -4.04, 5.16], [1.95, -1.10, 3.56], [3.74, -3.88, 3.55], [4.10, -3.09, 5.11], [3.88, -2.11, 3.64], [0.70, -4.45, 4.54], [1.05, -3.67, 6.09], [2.22, -4.81, 5.38], [-4.94, 4.50, 8.53], [-3.94, 5.15, 8.76], [-6.13, 5.01, 8.17], [-7.28, 4.17, 7.90], [-6.27, 6.45, 8.04], [-4.94, 3.40, 8.60], [-7.62, 4.32, 6.88], [-8.09, 4.43, 8.59], [-7.03, 3.12, 8.04], [-5.56, 6.81, 7.29], [-6.04, 6.92, 8.99], [-7.28, 6.71, 7.74]]}

No. 3
{"formula": "C7H13NO3", "method": "wB97M-V/def2-TZVPD", "gap_ev": 10.07, "charge": 0, "species": ["C", "C", "C", "C", "N", "C", "C", "O", "C", "O", "O", "H", "H", "H", "H", "H", "H", "H", "H", "H", "H", "H", "H", "H"], "positions_angstrom": [[-1.96, -1.83, 0.94], [-0.41, -1.91, 0.39], [0.10, -0.59, -0.44], [-0.46, 0.70, 0.41], [0.23, 2.00, 0.08], [0.98, 2.59, 1.25], [-0.03, -0.57, -2.09], [1.31, -0.30, -2.71], [2.25, -0.23, -1.58], [3.49, 0.26, -1.48], [1.59, -0.78, -0.39], [-2.13, -1.05, 1.81], [-2.24, -2.90, 1.38], [-2.68, -1.56, 0.05], [-0.17, -2.86, -0.27], [0.30, -1.99, 1.35], [-1.62, 0.84, 0.19], [-0.38, 0.39, 1.56], [-0.57, 2.68, -0.09], [0.71, 3.76, 1.26], [2.17, 2.56, 1.13], [0.71, 2.14, 2.30], [-0.33, -1.57, -2.63], [-0.86, 0.21, -2.42]]}

No. 4
{"formula": "C3H7N2OS", "method": "wB97M-V/def2-TZVPD", "gap_ev": 8.94, "charge": 1, "species": ["C", "C", "C", "N", "N", "O", "S", "H", "H", "H", "H", "H", "H", "H"], "positions_angstrom": [[-1.39, -0.10, -0.38], [-0.65, 1.16, 0.22], [1.39, -0.05, 0.14], [-1.59, -1.18, 0.42], [0.71, 1.04, -0.15], [-1.54, -0.09, -1.58], [2.98, -0.22, -0.60], [-0.95, 2.11, -0.40], [-0.66, 1.18, 1.28], [0.99, -0.85, 0.72], [-1.96, -2.03, -0.03], [1.14, 1.67, -0.79], [-1.98, -1.14, 1.33], [3.51, -1.49, -0.16]]}

No. 5
{"formula": "C7H19Ag3FO6P", "method": "wB97M-V/def2-TZVPD", "gap_ev": [4.08, 7.27], "spin_multiplicity": 2, "charge": 1, "species": ["Ag", "Ag", "Ag", "F", "C", "O", "P", "O", "O", "C", "O", "C", "H", "H", "H", "H", "H", "H", "H", "H", "H", "C", "O", "C", "C", "O", "C", "H", "H", "H", "H", "H", "H", "H", "H", "H", "H"], "positions_angstrom": [[0.24, 3.31, 0.12], [-2.84, 1.38, -0.94], [-0.91, 0.94, 2.99], [-0.92, 1.15, 0.45], [1.02, 0.27, -2.43], [2.29, 0.84, -2.63], [2.57, 2.43, -2.57], [1.86, 3.24, -1.50], [4.14, 2.65, -2.58], [5.06, 1.80, -3.29], [2.17, 2.92, -4.09], [2.05, 4.27, -4.42], [0.26, 1.02, -2.21], [1.06, -0.52, -1.68], [0.79, -0.24, -3.37], [6.03, 2.30, -3.22], [4.77, 1.52, -4.30], [5.22, 0.83, -2.82], [1.31, 4.46, -5.19], [2.99, 4.74, -4.72], [1.66, 4.84, -3.57], [-1.48, -2.01, 1.71], [-0.90, -1.73, 2.96], [-1.73, -2.10, 4.05], [-2.11, -3.67, 3.98], [-3.19, -3.91, 3.08], [-4.48, -3.34, 3.47], [-1.70, -3.07, 1.58], [-0.82, -1.63, 0.93], [-2.39, -1.47, 1.49], [-2.58, -1.44, 4.21], [-1.15, -1.90, 4.95], [-2.47, -4.01, 4.95], [-1.23, -4.30, 3.93], [-5.23, -3.35, 2.67], [-4.54, -2.28, 3.70], [-4.82, -3.93, 4.32]]}

No. 6
{"formula": "C8H14F6FeN3O4S4", "method": "wB97M-V/def2-TZVPD", "gap_ev": [10.09, 8.53], "spin_multiplicity": 5, "charge": 1, "species": ["Fe", "F", "C", "F", "F", "S", "O", "O", "N", "S", "O", "O", "C", "F", "F", "F", "C", "S", "C", "H", "H", "H", "H", "H", "H", "S", "C", "N", "C", "C", "C", "N", "H", "H", "H", "H", "H", "H", "H", "H"], "positions_angstrom": [[-0.04, 1.06, 0.78], [3.41, 3.11, 2.41], [2.95, 1.89, 2.22], [3.95, 1.04, 2.16], [2.33, 1.87, 0.99], [1.59, 1.35, 3.43], [0.41, 1.86, 2.75], [1.90, 1.87, 4.70], [1.68, -0.22, 3.32], [0.83, -0.98, 2.27], [-0.59, -0.69, 2.27], [1.34, -0.90, 0.90], [1.00, -2.75, 2.87], [0.12, -3.49, 2.20], [2.21, -3.24, 2.66], [0.72, -2.79, 4.16], [-2.59, 2.94, 0.61], [-2.60, 1.14, 0.38], [-3.24, 0.66, 2.00], [-2.07, 3.18, 1.53], [-3.62, 3.29, 0.65], [-2.09, 3.40, -0.24], [-4.31, 0.82, 2.01], [-2.74, 1.25, 2.76], [-3.01, -0.39, 2.15], [0.51, 1.59, -1.60], [0.25, 0.19, -2.55], [-0.08, 0.35, -3.83], [-0.29, -0.76, -4.74], [0.50, -1.97, -4.27], [0.18, -2.24, -2.80], [0.38, -1.02, -2.03], [-0.17, 1.29, -4.17], [0.03, -0.46, -5.74], [-1.37, -0.99, -4.78], [1.57, -1.75, -4.37], [0.25, -2.84, -4.88], [0.84, -3.01, -2.40], [-0.85, -2.58, -2.70], [0.70, -1.09, -1.07]]}

No. 7
{"formula": "C2H5NO2S", "method": "wB97M-V/def2-TZVPD", "gap_ev": 10.15, "charge": 0, "species": ["C", "C", "H", "H", "H", "H", "H", "N", "O", "O", "S"], "positions_angstrom": [[1.07, -0.03, -0.57], [0.31, -0.08, 0.68], [-0.37, 1.01, -2.15], [1.74, -0.82, -0.43], [1.65, 0.86, -0.54], [-1.31, 1.23, 0.10], [-0.96, -0.20, 2.36], [-0.72, 0.78, 0.83], [0.57, -0.83, 1.65], [-1.57, 0.40, 1.91], [0.25, -0.21, -2.14]]}

No. 8
{"formula": "C4H9O2P", "method": "wB97M-V/def2-TZVPD", "gap_ev": 8.38, "charge": 0, "species": ["C", "C", "C", "C", "O", "O", "P", "H", "H", "H", "H", "H", "H", "H", "H", "H"], "positions_angstrom": [[-0.41, -0.73, -0.04], [0.26, 0.57, -0.40], [-0.19, -1.80, -0.94], [-0.69, 1.73, 0.05], [0.87, -1.19, 1.48], [1.58, 0.63, 0.06], [1.81, 0.05, 1.62], [-1.36, -0.50, 0.22], [0.19, 0.59, -1.52], [-0.83, -1.76, -1.89], [-0.56, -2.80, -0.51], [0.94, -1.82, -1.16], [-1.26, 1.42, 0.91], [-1.33, 2.17, -0.60], [0.01, 2.47, 0.40], [0.96, 0.98, 2.29]]}

No. 9
{"formula": "C4H10BO2", "method": "wB97M-V/def2-TZVPD", "gap_ev": 8.26, "charge": -1, "species": ["B", "C", "C", "C", "C", "O", "O", "H", "H", "H", "H", "H", "H", "H", "H", "H", "H"], "positions_angstrom": [[-0.38, 0.46, 1.98], [-1.05, 0.59, 0.46], [-0.91, -0.65, -0.42], [0.55, -0.95, -0.79], [1.09, 0.06, -1.76], [0.94, 0.03, -2.95], [1.76, 1.12, -1.20], [-1.25, 0.17, 2.80], [0.13, 1.54, 2.32], [0.51, -0.40, 2.01], [-0.66, 1.46, -0.08], [-2.13, 0.79, 0.58], [-1.29, -1.53, 0.13], [-1.49, -0.58, -1.35], [1.14, -0.97, 0.12], [0.63, -1.93, -1.29], [2.40, 0.79, -0.56]]}

No. 10
{"formula": "C5H7N3O", "method": "wB97M-V/def2-TZVPD", "gap_ev": [6.74, 6.74], "charge": 0, "species": ["C", "C", "C", "N", "C", "N", "N", "C", "O", "H", "H", "H", "H", "H", "H", "H"], "positions_angstrom": [[-1.70, -0.61, 0.49], [-0.56, -1.24, -0.47], [0.47, 0.31, -0.83], [1.75, -0.09, -1.16], [-0.84, 0.01, 1.48], [-0.10, 1.21, -1.55], [1.19, 1.38, 1.54], [0.26, 0.72, 1.04], [-0.08, -2.31, -0.45], [2.07, 0.18, -2.08], [2.02, -1.02, -0.87], [-1.01, 1.48, -1.20], [1.88, 1.78, 0.91], [-2.33, -1.40, 0.87], [-2.26, 0.07, -0.16], [-0.76, -0.46, 2.45]]}

No. 11
{"formula": "C31H63N3O6", "method": "wB97M-V/def2-TZVPD", "gap_ev": [6.85, 2.77], "spin_multiplicity": 2, "charge": 1, "species": ["C", "C", "C", "O", "C", "O", "O", "H", "H", "H", "H", "H", "H", "C", "C", "C", "C", "C", "C", "N", "O", "C", "C", "C", "H", "H", "H", "H", "H", "H", "H", "H", "H", "H", "H", "H", "H", "H", "H", "H", "H", "H", "H", "C", "C", "C", "C", "C", "C", "N", "O", "C", "C", "C", "H", "H", "H", "H", "H", "H", "H", "H", "H", "H", "H", "H", "H", "H", "H", "H", "H", "H", "H", "C", "C", "C", "C", "C", "C", "N", "O", "C", "C", "C", "H", "H", "H", "H", "H", "H", "H", "H", "H", "H", "H", "H", "H", "H", "H", "H", "H", "H", "H"], "positions_angstrom": [[-0.76, -2.05, 0.86], [-0.73, -0.93, -0.01], [0.54, -0.60, -0.81], [0.27, -1.14, -2.04], [-1.04, -1.17, -2.28], [-1.59, -1.29, -3.37], [-1.67, -1.01, -1.12], [-1.75, -2.04, 1.30], [-0.15, -1.82, 1.73], [-0.46, -3.04, 0.50], [-0.85, -0.06, 0.64], [1.49, -0.88, -0.35], [0.77, 0.45, -1.01], [-1.80, 1.20, -5.53], [-1.65, 2.67, -5.12], [-2.71, 3.53, -5.80], [-4.08, 3.34, -5.18], [-3.88, 3.80, -3.73], [-3.07, 2.81, -2.92], [-1.79, 2.71, -3.61], [-0.94, 1.91, -2.96], [-2.63, 3.63, -1.61], [-3.86, 1.49, -2.68], [-0.24, 3.29, -5.50], [-1.13, 0.47, -5.08], [-1.64, 0.99, -6.59], [-2.77, 0.81, -5.22], [-2.52, 4.60, -5.80], [-2.73, 3.18, -6.83], [-4.46, 2.32, -5.28], [-4.84, 3.96, -5.67], [-4.88, 3.87, -3.28], [-3.46, 4.80, -3.82], [-2.17, 3.04, -0.82], [-1.97, 4.48, -1.77], [-3.56, 3.94, -1.13], [-3.88, 0.94, -3.62], [-3.40, 0.70, -2.08], [-4.86, 1.60, -2.25], [0.52, 2.62, -5.10], [-0.01, 4.21, -4.97], [-0.06, 3.55, -6.54], [-1.38, 1.06, -3.01], [2.09, -8.81, 2.20], [2.66, -7.41, 2.24], [4.14, -7.63, 2.09], [4.92, -6.32, 1.94], [4.39, -5.53, 0.73], [2.85, -5.39, 0.63], [2.15, -6.62, 1.07], [0.79, -6.56, 0.94], [2.35, -4.20, 1.46], [2.58, -5.16, -0.88], [2.37, -6.74, 3.63], [2.20, -9.29, 1.23], [1.01, -8.75, 2.25], [2.41, -9.49, 2.99], [4.58, -8.09, 2.97], [4.38, -8.22, 1.21], [5.99, -6.46, 1.79], [4.73, -5.75, 2.84], [4.76, -6.01, -0.18], [4.88, -4.56, 0.85], [2.44, -4.24, 2.54], [2.78, -3.32, 0.98], [1.27, -4.18, 1.27], [3.09, -4.28, -1.26], [2.89, -5.97, -1.54], [1.55, -5.00, -1.20], [2.17, -7.51, 4.38], [1.54, -6.03, 3.59], [3.26, -6.29, 4.06], [0.66, -6.93, 0.06], [0.00, 5.59, 1.07], [-0.86, 5.18, 2.34], [-1.91, 4.02, 2.07], [-1.28, 2.63, 1.87], [-0.41, 2.25, 3.03], [0.46, 3.34, 3.64], [-0.13, 4.69, 3.53], [0.53, 5.66, 4.26], [0.92, 3.01, 5.12], [1.86, 3.45, 2.80], [-1.73, 6.38, 2.82], [0.87, 6.17, 1.36], [-0.57, 6.27, 0.44], [0.37, 4.78, 0.43], [-2.81, 4.01, 2.69], [-2.28, 4.16, 1.05], [-0.92, 2.62, 0.84], [-2.09, 1.91, 1.88], [0.21, 1.43, 2.69], [-1.13, 1.82, 3.72], [0.00, 3.09, 5.71], [1.37, 2.03, 4.95], [1.61, 3.78, 5.48], [2.23, 2.44, 2.61], [1.76, 4.06, 1.89], [2.59, 3.96, 3.43], [-2.68, 6.63, 2.34], [-1.11, 7.24, 3.05], [-2.21, 6.16, 3.78], [1.17, 6.03, 3.66]]}

No. 12
{"formula": "C3H11NO", "method": "wB97M-V/def2-TZVPD", "gap_ev": 10.69, "charge": 0, "species": ["C", "C", "H", "H", "H", "H", "H", "H", "N", "C", "O", "H", "H", "H", "H", "H"], "positions_angstrom": [[1.80, 2.12, -0.35], [1.31, 1.58, 0.97], [3.08, 2.29, -0.26], [1.49, 1.55, -1.13], [1.55, 3.08, -0.85], [0.40, 0.98, 0.90], [1.04, 2.35, 1.76], [2.07, 0.96, 1.37], [-1.91, -1.89, 0.68], [-1.89, -1.58, -0.75], [-0.65, -1.72, -1.39], [-1.29, -1.46, 1.34], [-1.75, -2.88, 0.88], [-2.19, -0.55, -0.76], [-2.62, -2.19, -1.23], [-0.47, -2.65, -1.18]]}